(1)
This record from the Open Molecules 2025 dataset describes an isolated molecule of H2O4S3. The level of theory is wB97M-V/def2-TZVPD.

```
9
H2O4S3 wB97M-V/def2-TZVPD
O -0.74 -2.16 -2.13
O 0.59 -2.22 0.08
O -0.48 2.26 2.12
O 1.04 1.57 0.08
S 0.38 2.79 0.80
S -0.04 0.42 -1.30
S 0.50 -1.70 -1.53
H -1.29 1.96 1.65
H 0.05 -2.91 0.23
```

Its spin multiplicity is 1. The calculation puts the energy above the lowest of the compared OMol25 structures with the same formula, charge and spin at 1.5468 eV. The charge is 0.


(2)
This record from the Open Molecules 2025 dataset describes an isolated molecule of C2H4N4. The level of theory is wB97M-V/def2-TZVPD.

```
10
C2H4N4 wB97M-V/def2-TZVPD
N 1.85 0.12 0.17
C 0.47 -0.11 0.13
C -0.56 0.74 -0.16
N -1.66 -0.05 0.00
N -1.34 -1.28 0.37
N -0.04 -1.33 0.44
H 2.18 0.69 -0.59
H 2.34 -0.76 0.20
H -0.61 1.78 -0.45
H -2.63 0.20 -0.10
```

Its SMILES is Nc1c[nH]nn1. Its spin multiplicity is 1. The calculation puts the energy above the lowest of the compared OMol25 structures with the same formula, charge and spin at 0.9788 eV. The charge is 0.


(3)
This record from the Open Molecules 2025 dataset describes a structure of composition INa. The level of theory is wB97M-V/def2-TZVPD.

```
2
INa wB97M-V/def2-TZVPD
Na -10.47 0.40 -17.86
I -12.25 -1.24 -19.56
```

Its spin multiplicity is 1. The calculation puts the energy above the lowest of the compared OMol25 structures with the same formula, charge and spin at 0.0824 eV. The charge is 0.


(4)
This record from the Open Molecules 2025 dataset describes an isolated molecule of C4H10O3P2. The level of theory is wB97M-V/def2-TZVPD.

```
19
C4H10O3P2 wB97M-V/def2-TZVPD
O 2.90 -0.79 -0.18
P 2.19 0.50 -0.33
C 0.44 0.54 0.16
C 0.18 -0.39 1.35
C 0.02 -1.71 0.62
O -0.85 -1.38 -0.46
C -0.58 -0.04 -0.86
P -2.18 0.89 -0.78
O -2.45 1.75 -1.96
H 2.73 1.53 0.46
H 2.22 1.02 -1.63
H 0.20 1.59 0.32
H -0.79 -0.13 1.76
H 0.94 -0.39 2.13
H 0.97 -2.03 0.21
H -0.37 -2.52 1.23
H -0.30 0.05 -1.91
H -3.14 -0.10 -0.55
H -2.12 1.61 0.43
```

Its SMILES is O=[PH2][C@@H]1CCO[C@H]1[PH2]=O. Its spin multiplicity is 1. The calculation puts the energy above the lowest of the compared OMol25 structures with the same formula, charge and spin at 0.1311 eV. The charge is 0.


(5)
This record from the Open Molecules 2025 dataset describes a cluster of 13 separate species, C6H34O12 in total. The level of theory is wB97M-V/def2-TZVPD.

```
52
C6H34O12 wB97M-V/def2-TZVPD
C -0.56 0.82 -0.02
C 0.03 -0.54 -0.45
C 0.89 -1.27 0.55
C 1.18 -2.56 0.38
C 2.11 0.45 1.86
C 1.44 -0.70 1.83
H -0.11 1.72 -0.41
H -0.43 0.77 1.06
H -1.63 0.68 -0.17
H 0.55 -0.60 -1.41
H -0.78 -1.27 -0.57
H 1.83 -3.13 1.03
H 0.69 -3.13 -0.41
H 2.70 0.93 2.62
H 1.81 1.16 1.08
H 1.60 -1.46 2.58
H 4.60 -0.59 0.10
H 3.25 -0.32 -0.57
O 3.78 -1.01 -0.16
H 2.78 -1.53 -2.92
H 1.47 -1.03 -3.56
O 2.29 -0.71 -3.16
H -0.22 1.56 3.36
H -1.37 2.27 3.47
O -1.14 1.32 3.57
H -3.14 2.91 -1.38
H -2.09 3.13 -0.25
O -2.21 3.09 -1.20
H -0.83 -3.97 1.33
H -2.37 -3.66 1.32
O -1.56 -3.61 1.84
H 1.44 2.43 -1.95
H 2.65 1.66 -1.89
O 2.16 2.27 -1.32
H -1.43 2.03 -2.55
H -0.63 0.74 -2.48
O -1.23 1.22 -3.06
H -3.62 -1.21 -2.81
H -2.66 -0.07 -3.19
O -2.95 -0.62 -2.46
H 1.43 3.36 2.79
H 0.77 3.66 1.35
O 0.68 3.73 2.30
H -4.15 0.62 1.00
H -3.87 0.20 -0.42
O -4.11 0.98 0.11
H 3.88 -2.80 -1.31
H 2.90 -3.67 -2.07
O 3.59 -3.01 -2.21
H -2.56 -1.58 2.77
H -2.64 -0.14 3.24
O -3.12 -0.79 2.70
```

Its spin multiplicity is 1. The calculation puts the energy above the lowest of the compared OMol25 structures with the same formula, charge and spin at 3.4301 eV. The charge is 0.


(6)
This record from the Open Molecules 2025 dataset describes a structure of composition C24H21Cl5N7PtS2Se. The level of theory is wB97M-V/def2-TZVPD.

```
61
C24H21Cl5N7PtS2Se wB97M-V/def2-TZVPD
Pt 0.40 -0.77 -0.66
C 0.60 2.68 3.76
N -0.69 2.11 3.51
C -1.89 2.92 3.52
C -2.95 1.90 3.10
N -2.34 0.66 3.57
C -0.99 0.79 3.62
S 0.10 -0.46 3.80
H 0.72 2.95 4.82
H 0.72 3.58 3.16
H 1.37 1.97 3.48
H -1.81 3.75 2.83
H -2.09 3.32 4.53
H -3.08 1.89 2.01
H -3.91 2.07 3.58
H -2.68 -0.24 3.26
C -0.40 0.67 -1.89
C -0.45 2.01 -1.24
C 0.57 2.94 -1.41
C 0.53 4.16 -0.75
C -0.54 4.45 0.08
C -1.59 3.54 0.22
C -1.54 2.33 -0.43
C -0.59 5.70 0.79
N -0.64 6.69 1.37
H 0.22 0.64 -2.79
H -1.39 0.29 -2.11
H 1.41 2.70 -2.05
H 1.33 4.87 -0.87
H -2.43 3.79 0.85
H -2.32 1.59 -0.29
S -0.50 -2.34 -2.23
C 0.88 -2.39 -3.33
N 1.84 -3.34 -2.89
C 3.23 -3.49 -2.83
C 2.99 -2.25 -5.52
C 1.89 -1.56 -5.31
N 0.91 -1.60 -4.32
H 1.42 -3.87 -2.14
H 4.90 -4.44 -4.03
H 3.14 -4.62 -5.02
H 1.65 -0.82 -6.07
Cl -4.15 -0.85 1.06
C -2.93 -2.00 1.56
C -3.29 -3.00 2.42
C -2.35 -3.95 2.83
C -1.05 -3.87 2.35
C -0.70 -2.86 1.48
Cl 0.96 -2.79 0.95
C -1.60 -1.85 1.02
N -1.35 -0.85 0.20
H -4.31 -3.05 2.78
H -2.63 -4.73 3.52
H -0.30 -4.59 2.67
Se 1.35 0.68 1.08
Cl 6.81 -3.48 -4.97
C 5.24 -2.66 -5.41
Cl 4.05 -3.53 -4.62
Cl 4.73 -0.31 -2.83
C 3.28 -0.51 -2.13
N 2.25 -0.59 -1.64
```

Its spin multiplicity is 5. The calculation puts the energy above the lowest of the compared OMol25 structures with the same formula, charge and spin at 2.5769 eV. The charge is -1.


(7)
This record from the Open Molecules 2025 dataset describes a structure of composition C4HLiO4Pr. The level of theory is wB97M-V/def2-TZVPD.

```
11
C4HLiO4Pr wB97M-V/def2-TZVPD
O 0.74 2.42 -0.37
C 0.22 3.42 -0.43
C -0.47 -0.91 -1.27
C -0.21 -0.23 -2.23
H 0.08 0.30 -3.13
Li 1.46 0.44 -0.33
O -1.13 -1.33 -0.21
C -0.57 -1.07 1.01
O -1.12 -1.58 2.00
O 0.53 -0.46 1.05
Pr 0.46 -1.01 3.93
```

The value obtained for the total energy is -977.918854 Eh. Its spin multiplicity is 4. The charge is +2.


(8)
This record from the Open Molecules 2025 dataset describes a cluster of 4 separate species, C13H21O10 in total. The level of theory is wB97M-V/def2-TZVPD.

```
44
C13H21O10 wB97M-V/def2-TZVPD
C 0.82 -0.78 -1.35
O 1.19 -1.06 -2.60
H 1.63 -0.38 -0.68
H 0.15 0.16 -1.38
H 0.13 -1.52 -0.87
C -4.56 -0.25 -0.50
C -4.31 -0.68 -1.95
C -2.99 -0.21 -2.49
O -2.77 -1.21 -3.51
C -3.32 -2.36 -3.08
O -3.31 -3.37 -3.67
O -4.07 -2.12 -1.95
H -3.61 -0.19 0.03
H -5.24 -0.95 -0.02
H -4.88 0.80 -0.58
H -5.23 -0.50 -2.50
H -2.19 -0.29 -1.74
H -3.00 0.78 -2.94
C -1.00 -2.88 3.18
C -0.96 -1.52 2.49
C -1.55 -0.31 3.22
O -0.43 0.57 3.38
C 0.71 0.00 2.89
O 1.73 0.59 2.81
O 0.46 -1.25 2.52
H -0.10 -3.48 3.06
H -1.86 -3.47 2.86
H -1.10 -2.75 4.26
H -1.34 -1.50 1.47
H -1.95 -0.45 4.23
H -2.35 0.14 2.63
C 4.80 3.18 0.69
C 4.16 2.00 -0.02
C 3.14 2.42 -1.09
O 3.75 2.05 -2.33
C 4.87 1.34 -2.11
O 5.58 0.91 -2.96
O 5.22 1.39 -0.81
H 5.54 2.93 1.45
H 3.98 3.59 1.29
H 5.22 3.94 0.04
H 3.85 1.28 0.74
H 3.04 3.50 -1.13
H 2.18 1.90 -0.96
```

Its spin multiplicity is 1. The calculation puts the energy above the lowest of the compared OMol25 structures with the same formula, charge and spin at 1.0754 eV. The charge is -1.


(9)
This record from the Open Molecules 2025 dataset describes a cluster of 8 separate species, C45H42N8O15 in total. The level of theory is wB97M-V/def2-TZVPD.

```
110
C45H42N8O15 wB97M-V/def2-TZVPD
C 2.32 4.80 4.54
C 3.46 5.48 3.81
C 3.63 5.29 2.35
C 2.62 4.45 1.65
C 1.36 4.04 2.41
C 1.34 4.09 3.92
N 2.81 4.10 0.24
O 1.96 4.44 -0.60
O 3.80 3.56 0.01
H 2.15 4.88 5.75
H 4.32 5.90 4.23
H 4.73 5.61 1.86
H 0.64 3.59 1.73
H 0.48 3.64 4.32
C 5.47 2.62 -4.47
C 4.76 2.60 -3.13
C 3.59 1.55 -3.01
C 3.26 0.58 -4.11
C 4.18 0.48 -5.29
C 5.27 1.61 -5.44
N 2.20 -0.40 -4.11
O 2.29 -1.41 -4.76
O 1.30 -0.20 -3.29
H 6.22 3.40 -4.61
H 4.99 3.34 -2.30
H 2.90 1.74 -2.10
H 4.15 -0.02 -6.11
H 5.75 1.50 -6.29
C -2.41 -3.55 5.74
C -3.02 -4.38 4.56
C -2.01 -4.67 3.37
C -0.51 -4.28 3.55
C -0.21 -3.06 4.58
C -1.17 -2.96 5.74
N 0.45 -4.66 2.52
O 1.45 -4.01 2.39
O 0.24 -5.65 1.84
H -3.01 -3.36 6.32
H -4.01 -4.83 4.40
H -2.21 -5.21 2.34
H 0.70 -2.37 4.30
H -1.24 -2.16 6.41
C 4.48 -1.27 0.37
C 3.48 -2.32 0.55
C 3.20 -3.07 -0.70
C 4.13 -3.03 -1.94
C 5.29 -2.04 -1.81
C 5.37 -1.13 -0.69
N 3.84 -3.75 -3.15
O 3.00 -4.64 -3.06
O 4.65 -3.77 -4.00
H 4.65 -0.49 1.13
H 2.87 -2.31 1.52
H 2.39 -3.78 -0.85
H 6.13 -1.95 -2.62
H 6.01 -0.64 -0.28
C -6.24 -3.02 2.84
C -6.49 -2.79 4.34
C -5.69 -1.69 5.03
C -4.51 -1.04 4.20
C -4.39 -1.31 2.74
C -5.29 -2.30 2.18
N -3.47 -0.17 4.91
O -2.33 -0.01 4.33
O -3.64 0.32 6.03
H -6.98 -3.74 2.36
H -7.33 -3.51 4.69
H -5.80 -1.40 6.05
H -3.82 -0.65 2.25
H -5.14 -2.61 1.21
C -1.63 3.05 -2.44
C -0.88 3.37 -3.76
C -1.36 4.67 -4.36
C -2.72 5.26 -4.07
C -3.50 4.72 -2.80
C -2.76 3.68 -2.11
N -3.31 6.25 -4.90
O -2.52 7.15 -5.37
O -4.55 6.55 -4.68
H -1.15 2.24 -1.75
H 0.18 3.17 -3.94
H -0.85 5.30 -5.19
H -4.42 5.15 -2.47
H -3.13 3.31 -1.13
C -0.98 -3.74 -3.41
C -2.47 -4.07 -3.27
C -3.34 -3.13 -2.46
C -2.84 -1.78 -2.07
C -1.33 -1.50 -2.17
C -0.48 -2.56 -2.91
N -3.70 -0.77 -1.53
O -3.25 0.34 -1.35
O -4.69 -1.13 -0.78
H -0.42 -4.39 -4.00
H -2.96 -5.02 -3.71
H -4.61 -3.38 -2.58
H -0.92 -0.86 -1.64
H 0.59 -2.43 -2.75
C -1.26 1.07 1.07
O -1.11 2.24 0.89
N -0.07 0.36 0.87
C -0.15 -1.03 1.28
C 1.23 0.80 0.35
H -2.16 0.70 1.51
H 0.80 -1.71 1.26
H -0.85 -1.51 0.73
H -0.36 -1.42 2.27
H 0.89 1.49 -0.57
H 1.90 0.07 0.07
H 1.76 1.49 0.95
```

Its SMILES is O=[N+]([O-])c1ccccc1.O=[N+]([O-])c1ccccc1.O=[N+]([O-])c1ccccc1.O=[N+]([O-])c1ccccc1.O=[N+]([O-])c1ccccc1.O=[N+]([O-])c1ccccc1.O=[N+]([O-])c1ccccc1.CN(C)C=O. Its spin multiplicity is 1. The calculation puts the energy above the lowest of the compared OMol25 structures with the same formula, charge and spin at 26.4475 eV. The charge is 0.


(10)
This record from the Open Molecules 2025 dataset describes a structure of composition C35H18Br2Cl5F4NOPS2Ti. The level of theory is wB97M-V/def2-TZVPD.

```
70
C35H18Br2Cl5F4NOPS2Ti wB97M-V/def2-TZVPD
Ti -1.47 0.40 0.02
F 4.30 5.83 -0.14
C 3.61 4.71 -0.10
C 4.21 3.52 -0.43
F 5.48 3.50 -0.79
C 3.49 2.35 -0.37
F 4.18 1.24 -0.63
C 2.14 2.32 -0.02
P 1.24 0.70 0.06
C 2.15 -0.04 1.47
C 3.22 -0.91 1.33
C 3.89 -1.38 2.45
C 3.51 -0.97 3.72
C 2.46 -0.08 3.87
C 1.78 0.39 2.75
C 1.79 -0.17 -1.46
C 1.91 -1.56 -1.50
C 2.25 -2.20 -2.68
C 2.46 -1.47 -3.84
C 2.31 -0.09 -3.82
C 1.97 0.55 -2.64
C 1.58 3.54 0.38
Br -0.13 3.68 1.13
C 2.30 4.71 0.32
F 1.76 5.87 0.69
H 3.56 -1.22 0.34
H 4.73 -2.05 2.32
H 4.04 -1.34 4.59
H 2.17 0.26 4.85
H 0.97 1.09 2.88
H 1.76 -2.15 -0.60
H 2.37 -3.28 -2.69
H 2.73 -1.98 -4.76
H 2.47 0.49 -4.72
H 1.86 1.63 -2.64
S -1.74 0.76 2.26
C -2.77 -0.64 2.63
C -2.80 -1.13 3.94
C -3.65 -2.18 4.26
C -4.45 -2.76 3.28
C -4.41 -2.29 1.98
C -3.57 -1.22 1.64
S -3.61 -0.58 0.00
H -2.17 -0.67 4.69
H -3.68 -2.54 5.28
H -5.11 -3.58 3.54
H -5.03 -2.74 1.21
Cl -4.92 2.98 -5.66
C -4.10 2.67 -4.18
C -3.07 1.73 -4.15
Cl -2.60 0.87 -5.55
C -2.43 1.51 -2.95
Cl -1.16 0.34 -2.76
C -2.77 2.18 -1.79
O -2.09 1.87 -0.66
C -3.80 3.09 -1.82
Cl -4.22 3.89 -0.36
C -4.47 3.34 -3.01
Cl -5.74 4.48 -3.04
Br 0.89 -3.99 2.84
C 0.08 -3.44 1.24
C -0.13 -4.32 0.20
C -0.74 -3.83 -0.95
C -1.09 -2.51 -1.03
N -0.86 -1.64 -0.02
C -0.30 -2.12 1.11
H 0.15 -5.36 0.29
H -0.94 -4.49 -1.79
H -1.59 -2.13 -1.89
H -0.14 -1.44 1.92
```

Its spin multiplicity is 1. The calculation puts the energy above the lowest of the compared OMol25 structures with the same formula, charge and spin at 0.1435 eV. The charge is +1.


no.,maximum force (eV Å⁻¹)
1,6.3
2,0.2
3,0.8
4,0.7
5,2.2
6,2.9
7,1.7
8,2.7
9,18.9
10,2.4